Model i:
DFT (ωB97M-V with the def2-TZVPD basis set) results for C33H52GaN8O7SSi as an isolated structure.

Computed properties:
Spin multiplicity: 1
Charge: +1
HOMO: -11.26 eV
HOMO-LUMO gap: 0.31482 Ha

Last column: Mulliken charge in e.
Cartesian coordinates (Å):
Ga -0.20 0.05 0.31  2.31
N -3.90 -1.67 -1.14  0.08
C -2.86 -1.81 -0.31  -0.69
N -1.92 -0.96 -0.66  0.19
C -2.46 -0.28 -1.72  0.51
N -3.66 -0.71 -2.03  -0.78
C -1.76 0.81 -2.36  0.21
C -2.27 1.44 -3.50  -0.68
N -1.67 2.48 -4.03  -0.57
C -0.56 2.91 -3.45  -0.55
C -0.02 2.26 -2.34  -0.40
N -0.62 1.22 -1.79  0.14
H -4.79 -2.16 -1.16  0.23
H -2.80 -2.50 0.50  0.53
H -3.17 1.08 -3.97  0.50
H -0.09 3.78 -3.87  0.44
H 0.90 2.60 -1.90  0.47
S 2.82 -1.87 -2.74  -0.16
C 1.55 -2.94 -2.29  -0.18
C 0.68 -2.30 -1.47  -0.63
N 0.98 -1.01 -1.21  0.90
C 2.08 -0.65 -1.81  -0.21
H 1.53 -3.94 -2.66  0.49
H -0.20 -2.73 -1.01  -0.11
H 2.51 0.33 -1.74  0.29
C 3.02 7.85 -0.46  -1.12
C 2.58 7.32 0.90  -0.71
N 2.96 5.93 1.15  0.13
C 3.94 5.69 2.19  -0.81
C 5.36 6.04 1.73  -1.24
C 2.31 4.99 0.44  0.01
O 1.45 5.26 -0.39  -0.70
C 2.60 3.53 0.66  -0.35
C 3.85 2.93 0.79  -0.04
C 3.91 1.55 0.91  -1.65
C 2.74 0.81 0.84  -0.24
N 1.56 1.37 0.61  0.93
C 1.49 2.69 0.55  -0.83
H 2.78 8.90 -0.53  0.41
H 2.49 7.32 -1.25  0.30
H 4.09 7.72 -0.61  0.29
H 1.48 7.39 0.96  0.36
H 3.01 7.93 1.70  0.45
H 3.87 4.65 2.51  0.58
H 3.68 6.32 3.05  0.42
H 5.60 5.53 0.80  0.38
H 6.07 5.74 2.50  0.39
H 5.46 7.11 1.57  0.38
H 4.75 3.51 0.79  0.55
H 4.86 1.06 1.04  0.69
H 2.73 -0.26 0.98  0.40
H 0.52 3.13 0.39  0.86
C -1.79 2.91 2.88  -0.98
O -0.98 2.02 2.09  0.04
C -1.58 1.31 1.15  -0.26
O -2.76 1.35 0.91  -0.63
H -1.16 3.29 3.67  0.24
H -2.64 2.37 3.30  0.31
H -2.15 3.72 2.25  0.34
C 3.62 -3.48 3.82  -1.56
C 3.69 -2.26 2.91  1.64
C 4.67 -1.22 3.48  -1.77
C 4.14 -2.70 1.51  -1.30
O 2.43 -1.62 2.79  0.99
Si 0.92 -2.20 2.59  -2.20
O 0.24 -1.23 1.48  1.02
O 1.03 -3.73 2.05  -0.07
C 0.13 -4.82 2.16  1.64
C -1.25 -4.38 1.67  -1.29
C 0.67 -5.94 1.27  -1.83
C 0.03 -5.29 3.61  -1.63
O 0.02 -2.24 3.93  0.56
C -0.13 -1.36 5.03  1.74
C 0.65 -1.96 6.20  -1.76
C -1.63 -1.29 5.35  -1.84
C 0.40 0.03 4.71  -1.30
H 4.60 -3.92 3.95  0.56
H 2.95 -4.21 3.39  0.17
H 3.24 -3.19 4.80  0.26
H 5.69 -1.54 3.32  0.41
H 4.50 -1.10 4.55  0.34
H 4.51 -0.26 3.00  0.22
H 4.97 -3.40 1.57  0.55
H 4.45 -1.84 0.90  0.27
H 3.30 -3.19 1.02  0.01
H -1.17 -4.07 0.63  0.27
H -1.58 -3.54 2.28  0.09
H -1.97 -5.20 1.75  0.56
H 0.80 -5.58 0.25  0.27
H -0.02 -6.78 1.25  0.41
H 1.63 -6.29 1.62  0.39
H -0.31 -4.47 4.23  0.11
H 1.01 -5.60 3.97  0.37
H -0.66 -6.12 3.70  0.52
H 0.26 -2.95 6.43  0.33
H 0.58 -1.33 7.08  0.50
H 1.69 -2.06 5.92  0.19
H -2.02 -2.29 5.52  0.31
H -2.18 -0.84 4.52  0.28
H -1.79 -0.70 6.25  0.49
H 1.48 -0.02 4.54  0.04
H 0.20 0.71 5.53  0.67
H -0.06 0.41 3.80  0.14

---

Model ii:
DFT (ωB97M-V with the def2-TZVPD basis set) results for C33H52GaN8O7SSi as an isolated structure.

Computed properties:
Spin multiplicity: 1
Charge: +1
HOMO: -11.64 eV
HOMO-LUMO gap: 0.32829 Ha

Last column: Mulliken charge in e.
Cartesian coordinates (Å):
Ga -0.55 -0.17 0.38  0.34
N 0.03 3.27 -2.96  0.13
C -0.16 3.03 -1.65  -0.57
N -0.22 1.73 -1.46  0.07
C -0.05 1.21 -2.71  -0.01
N 0.10 2.13 -3.63  -0.73
C -0.07 -0.22 -2.92  0.34
C 0.03 -0.78 -4.20  -0.52
N -0.06 -2.08 -4.38  -0.64
C -0.23 -2.83 -3.30  -0.82
C -0.27 -2.29 -2.02  -0.11
N -0.21 -0.98 -1.84  0.50
H 0.12 4.16 -3.44  0.21
H -0.24 3.79 -0.91  0.51
H 0.18 -0.16 -5.06  0.51
H -0.34 -3.89 -3.48  0.55
H -0.32 -2.90 -1.13  0.11
S -1.31 -0.29 5.39  -0.18
C -1.83 -1.65 4.49  -0.40
C -1.72 -1.41 3.16  -0.75
N -1.23 -0.19 2.84  0.42
C -0.98 0.50 3.91  -0.35
H -2.16 -2.54 4.99  0.48
H -1.95 -2.10 2.37  0.29
H -0.57 1.50 3.92  0.09
C 0.69 7.15 4.34  -1.15
C 1.59 6.18 3.59  -0.68
N 1.82 4.96 4.33  0.16
C 2.61 5.08 5.56  -0.74
C 1.76 4.88 6.81  -1.06
C 1.48 3.72 3.97  0.11
O 1.84 2.72 4.57  -0.66
C 0.52 3.50 2.82  0.82
C -0.68 4.18 2.70  0.29
C -1.63 3.71 1.80  -1.76
C -1.36 2.55 1.11  -0.20
N -0.23 1.88 1.24  0.84
C 0.70 2.34 2.06  -1.13
H 0.46 8.01 3.71  0.38
H 1.17 7.51 5.24  0.38
H -0.25 6.68 4.63  0.31
H 2.55 6.66 3.40  0.44
H 1.15 5.92 2.62  0.37
H 3.08 6.06 5.56  0.41
H 3.40 4.32 5.53  0.38
H 0.95 5.60 6.85  0.29
H 2.39 5.00 7.69  0.39
H 1.35 3.87 6.81  0.28
H -0.90 5.04 3.32  0.43
H -2.57 4.22 1.67  0.55
H -2.08 2.13 0.42  0.60
H 1.60 1.75 2.17  0.35
C -4.76 -0.44 0.75  -0.88
O -3.35 -0.22 0.95  -0.13
C -2.55 -0.34 -0.09  1.08
O -2.91 -0.57 -1.22  -0.64
H -5.25 -0.13 1.67  0.26
H -4.94 -1.50 0.56  0.30
H -5.12 0.14 -0.11  0.32
C -1.62 -4.61 0.65  -0.99
C -0.82 -4.78 1.95  1.69
C 0.04 -6.04 1.86  -1.40
C -1.78 -4.91 3.13  -1.61
O 0.00 -3.63 2.18  0.75
Si 1.17 -2.92 1.29  -1.58
O 0.59 -1.44 0.86  1.61
O 1.44 -3.85 -0.01  0.85
C 2.60 -4.36 -0.65  1.36
C 3.53 -5.05 0.34  -1.50
C 3.34 -3.22 -1.33  -1.57
C 2.10 -5.37 -1.69  -1.49
O 2.58 -2.74 2.05  -0.27
C 3.05 -2.18 3.26  1.94
C 3.09 -3.30 4.31  -1.83
C 4.45 -1.64 2.98  -1.90
C 2.12 -1.06 3.73  -1.24
H -2.42 -5.35 0.63  0.64
H -0.98 -4.76 -0.21  -0.02
H -2.06 -3.62 0.60  0.01
H -0.58 -6.90 1.64  0.54
H 0.57 -6.20 2.80  0.33
H 0.77 -5.92 1.06  -0.07
H -2.27 -5.88 3.10  0.45
H -2.55 -4.14 3.10  0.29
H -1.23 -4.82 4.07  0.30
H 3.88 -4.32 1.06  0.13
H 4.38 -5.48 -0.18  0.59
H 3.02 -5.84 0.88  0.30
H 3.56 -2.45 -0.58  0.20
H 2.74 -2.78 -2.12  0.22
H 4.28 -3.57 -1.75  0.50
H 1.57 -6.19 -1.21  0.27
H 2.94 -5.78 -2.24  0.47
H 1.43 -4.89 -2.39  0.11
H 3.75 -4.10 3.97  0.38
H 2.09 -3.71 4.43  0.20
H 3.45 -2.92 5.26  0.47
H 5.10 -2.45 2.64  0.37
H 4.88 -1.21 3.88  0.48
H 4.42 -0.88 2.21  0.36
H 1.18 -1.49 4.06  -0.02
H 1.91 -0.40 2.89  -0.28
H 2.58 -0.49 4.53  0.80

---

Stability ranking, top entry: model i; the second entry is 1.031 eV less favorable.

---

Model i:
DFT (ωB97M-V with the def2-TZVPD basis set) results for a 2-piece molecular cluster, C3H10P2 overall.

Computed properties:
Spin multiplicity: 1
HOMO (spin up / spin down): -7.58 / -8.24 eV
HOMO-LUMO gap (spin up / spin down): 0.24996 / 0.28741 Ha

Last column: Mulliken charge in e.
Cartesian coordinates (Å):
C -3.22 -0.29 -0.42  -0.91
C 2.00 1.34 0.00  -0.91
C 1.65 -1.26 0.22  -1.19
P -1.33 -0.36 -0.24  0.09
P 1.81 -0.11 -1.14  0.06
H -3.74 -1.33 -0.69  0.25
H -3.70 -0.02 0.48  0.31
H -3.24 0.44 -1.17  0.29
H 2.57 2.25 -0.12  0.39
H 1.01 1.81 0.32  0.19
H 2.42 0.98 0.89  0.31
H 1.57 -2.22 -0.16  0.36
H 2.56 -1.28 0.74  0.43
H 0.86 -1.02 1.01  0.35
H -1.22 1.07 0.28  -0.01

---

Model ii:
DFT (ωB97M-V with the def2-TZVPD basis set) results for C3H10P2 as an isolated structure.

Computed properties:
Spin multiplicity: 1
HOMO: -7.10 eV
HOMO-LUMO gap: 0.28353 Ha

Last column: Mulliken charge in e.
Cartesian coordinates (Å):
C 1.13 1.65 -0.55  -1.07
C 0.24 -0.75 1.55  -1.21
C -0.28 -1.14 -1.47  -1.26
P -2.50 0.36 0.19  -0.15
P -0.45 0.00 0.00  0.40
H 1.61 1.22 -1.41  0.35
H 0.51 2.50 -0.61  0.34
H 1.85 1.82 0.31  0.31
H 1.30 -0.56 1.54  0.39
H 0.03 -0.03 2.32  0.41
H -0.26 -1.67 1.88  0.37
H 0.49 -1.88 -1.43  0.33
H -1.19 -1.55 -1.65  0.46
H -0.30 -0.43 -2.25  0.37
H -2.19 0.45 1.58  -0.04

---

Stability ranking, top entry: model ii; the second entry is 1.199 eV less favorable.

---

Model i:
DFT (ωB97M-V with the def2-TZVPD basis set) results for a 2-piece molecular cluster, C10H12O2 overall.

Computed properties:
Spin multiplicity: 1
HOMO: -8.85 eV
HOMO-LUMO gap: 0.29553 Ha

Last column: Mulliken charge in e.
Cartesian coordinates (Å):
C -3.73 0.93 0.31  -0.21
C -2.76 -0.16 0.63  0.29
C -2.17 -1.06 1.16  0.02
C -1.30 -1.88 1.92  -0.34
C -0.53 -2.56 2.59  0.05
C 0.87 0.27 0.36  -1.09
C 2.11 -0.38 -0.18  0.65
C 3.28 -0.41 0.79  -1.48
C 1.68 0.50 -2.35  0.03
C 1.51 1.60 -3.08  -0.76
H -4.76 0.62 0.60  0.28
H 0.10 -3.19 3.22  0.39
H 0.99 1.35 0.48  0.30
H 0.02 0.13 -0.34  0.28
H 0.58 -0.18 1.32  0.34
H 1.85 -1.40 -0.49  0.18
H 3.64 0.58 1.00  0.36
H 3.01 -0.93 1.72  0.36
H 4.12 -0.97 0.36  0.36
H 1.05 -0.39 -2.50  0.33
H 0.82 1.59 -3.93  0.24
H 2.01 2.54 -2.85  0.25
O -3.47 2.07 -0.09  -0.44
O 2.57 0.32 -1.34  -0.41

---

Model ii:
DFT (ωB97M-V with the def2-TZVPD basis set) results for C10H12O2 as an isolated structure.

Computed properties:
Spin multiplicity: 1
HOMO: -8.95 eV
HOMO-LUMO gap: 0.35604 Ha

Last column: Mulliken charge in e.
Cartesian coordinates (Å):
C -4.34 -0.56 -0.63  -0.95
C -3.52 0.08 0.54  -0.82
C -2.05 0.19 0.29  0.66
C -1.33 -0.91 -0.11  -0.14
C 0.04 -0.98 -0.42  -0.78
C 0.70 0.33 -0.24  0.65
C 2.90 -0.13 0.18  0.67
C 4.43 0.04 -0.46  -1.11
C -0.06 1.57 0.08  -1.32
C -1.36 1.30 0.33  0.03
H -5.51 -0.27 -0.18  0.24
H -4.12 -0.06 -1.41  0.43
H -3.96 -1.90 -0.60  0.21
H -3.99 1.12 0.40  0.34
H -3.57 -0.70 1.21  0.41
H -1.64 -2.26 0.20  0.06
H 0.37 -1.86 -0.58  0.61
H 5.22 -0.51 0.30  0.25
H 4.68 1.12 -0.24  0.32
H 4.35 -0.16 -1.30  0.47
H 0.51 2.34 0.07  0.70
H -1.89 2.45 0.51  -0.02
O 2.01 0.45 -0.53  -0.34
O 2.64 -1.06 1.07  -0.58

---

Model iii:
DFT (ωB97M-V with the def2-TZVPD basis set) results for C10H12O2 as an isolated structure.

Computed properties:
Spin multiplicity: 1
HOMO: -9.18 eV
HOMO-LUMO gap: 0.36058 Ha

Last column: Mulliken charge in e.
Cartesian coordinates (Å):
C -3.59 -0.45 -1.77  -1.21
C -3.10 -0.13 -0.53  -0.93
C -1.59 -0.78 -0.43  0.74
C 0.26 -1.17 1.07  -1.40
C 1.29 -0.24 0.73  0.84
C 2.21 -0.36 -0.32  -0.18
C 3.37 0.55 -0.46  -0.72
C 3.39 1.61 0.32  -0.58
C 2.44 1.84 1.36  -0.43
C 1.49 0.91 1.62  -0.22
H -3.26 -0.14 -2.75  0.35
H -3.84 -1.37 -1.75  0.43
H -4.62 0.06 -2.13  0.29
H -3.28 -0.44 0.37  0.50
H -2.95 0.82 -0.40  0.50
H 0.13 -1.58 2.31  0.27
H 0.49 -1.72 0.42  0.81
H 2.29 -1.32 -0.80  0.34
H 3.81 0.24 -1.37  0.39
H 4.06 2.14 0.11  0.67
H 2.72 2.59 2.13  0.28
H 0.70 1.02 2.73  0.07
O -1.29 -1.52 -1.25  -0.51
O -1.16 -0.56 0.79  -0.31

---

Stability ranking, top entry: model i; the second entry is 2.347 eV less favorable.

---

Model i:
DFT (ωB97M-V with the def2-TZVPD basis set) results for a 2-piece molecular cluster, C3H2OS overall.

Computed properties:
Spin multiplicity: 1
HOMO: -10.52 eV
HOMO-LUMO gap: 0.41355 Ha

Last column: Mulliken charge in e.
Cartesian coordinates (Å):
C -0.57 0.33 -0.57  -0.37
C 0.28 0.09 0.31  -0.39
C 3.41 0.47 0.10  0.59
O 2.97 1.52 0.14  -0.27
S 4.10 -0.90 0.08  -0.32
H -1.46 0.48 -1.11  0.40
H 1.01 -0.49 0.79  0.36

---

Model ii:
DFT (ωB97M-V with the def2-TZVPD basis set) results for a 2-piece molecular cluster, C3H2OS overall.

Computed properties:
Spin multiplicity: 1
HOMO (spin up / spin down): -7.18 / -7.14 eV
HOMO-LUMO gap (spin up / spin down): 0.26456 / 0.26476 Ha

Last column: Mulliken charge in e.
Cartesian coordinates (Å):
C 1.47 0.22 -0.10  0.01
C 0.44 0.15 -0.96  -0.18
C 0.19 -0.11 0.41  -0.32
O -2.90 -0.54 0.80  -0.42
S -1.81 -0.36 1.79  0.23
H 2.51 0.40 0.04  0.34
H 0.11 0.24 -1.97  0.34

---

Stability ranking, top entry: model i; the second entry is 3.873 eV less favorable.